No. 1
This record from the OMol25 dataset describes a 3-piece molecular cluster, C4H16N2O2 overall at a distorted geometry. The level of theory is ωB97M-V with the def2-TZVPD basis set.

Atoms and positions in Å:
1 N 1.10615 1.48228 -2.05997
2 C 2.01722 0.35038 -1.78021
3 C 1.86190 -0.41926 -0.41976
4 N 0.48195 -0.46084 0.03578
5 C 0.31068 -0.53261 1.47495
6 C -0.44511 -1.22683 -0.74690
7 H 0.19027 1.29487 -1.68759
8 H 1.60278 2.30716 -1.77178
9 H 3.03971 0.71312 -1.59132
10 H 1.88866 -0.39915 -2.55176
11 H 2.50882 0.08053 0.30513
12 H 2.22148 -1.42234 -0.66008
13 H -0.64355 -0.03187 1.67650
14 H 0.41123 -1.58987 1.80260
15 H 1.07425 -0.01798 2.04757
16 H -1.48589 -0.85870 -0.65648
17 H -0.38669 -2.30918 -0.58074
18 H -0.23941 -0.92551 -1.79028
19 H -5.14831 -1.05172 2.74797
20 H -3.67440 -1.16941 2.19701
21 O -4.46597 -0.60227 2.25603
22 H -1.33050 2.54636 0.27453
23 H -0.35371 1.65298 0.63386
24 O -0.54160 2.58986 0.84492

Results
Multiplicity: 1
Net charge: 0
E_HOMO in eV: -8.6
Structure (SMILES): CN(C)CCN.O.O
DFT total energy in a.u.: -421.9296
Molecular weight in g/mol: 124.2
ΔE to the lowest compared entry with this formula, charge and spin in kcal/mol: 38.8
F_max in hartree/bohr: 0.042

No. 2
This record from the OMol25 dataset describes a 2-piece molecular cluster, C2H3BrO3S overall at a distorted geometry. The level of theory is ωB97M-V with the def2-TZVPD basis set.

Atoms and positions in Å:
1 C -1.17526 1.30896 -1.06946
2 C -0.11875 0.94516 -1.51831
3 O -0.00418 0.32988 1.28931
4 O 1.83774 -0.76454 0.16913
5 O -0.40748 -1.32259 -0.62344
6 S 0.45278 -0.92375 0.42059
7 Br 0.22249 -2.50130 1.91458
8 H -2.10860 1.93125 -0.86892
9 H 0.56655 0.62460 2.00651
10 H 0.73471 0.37232 -1.71999

Results
Multiplicity: 1
Net charge: 0
E_HOMO in eV: -10.2
Structure (SMILES): O=S(=O)(O)Br.C#C
DFT total energy in a.u.: -3275.7938
Molecular weight in g/mol: 187.0
ΔE to the lowest compared entry with this formula, charge and spin in kcal/mol: 60.4
F_max in hartree/bohr: 0.057

No. 3
This record from the OMol25 dataset describes one molecule with the formula C6H7NO at a distorted geometry. The level of theory is ωB97M-V with the def2-TZVPD basis set.

Atoms and positions in Å:
1 C 0.82974 1.01811 -0.72843
2 C 2.04251 1.41354 -0.01508
3 C -0.22758 -0.69574 0.91981
4 C -1.24611 -1.57506 0.10571
5 C -0.17976 0.22398 -0.30726
6 C -1.54707 -0.38606 -0.94374
7 N 2.66298 2.05773 0.73698
8 O 3.35066 2.61355 1.52259
9 H 0.63513 1.37493 -1.73045
10 H -0.61621 -0.06565 1.77325
11 H 0.71787 -1.32250 1.12473
12 H -0.67890 -2.49088 -0.34644
13 H -2.03928 -2.01941 0.72147
14 H -1.47368 -0.59536 -1.99556
15 H -2.23030 0.44883 -0.83758

Results
Multiplicity: 1
Net charge: 0
E_HOMO in eV: -8.8
Structure (SMILES): [O-][N+]#CC=C1CCC1
DFT total energy in a.u.: -362.6430
Molecular weight in g/mol: 109.1
ΔE to the lowest compared entry with this formula, charge and spin in kcal/mol: 107.0
F_max in hartree/bohr: 0.076

No. 4
This record from the OMol25 dataset describes a 2-piece molecular cluster, C4H12NOSi overall at a distorted geometry. The level of theory is ωB97M-V with the def2-TZVPD basis set.

Atoms and positions in Å:
1 C -0.78391 1.59162 -0.12558
2 C -0.39802 -1.20203 1.16804
3 C 1.43517 1.08898 1.76873
4 C -0.75012 -1.34291 -2.30119
5 N 0.27924 -1.92888 -2.59202
6 O 1.63615 -0.06902 -0.74903
7 Si 0.60524 0.26251 0.37534
8 H -1.50784 2.06727 0.51193
9 H -0.44217 2.42927 -0.84541
10 H -1.35922 0.98548 -0.87828
11 H -1.44467 -0.96231 1.16914
12 H -0.37401 -2.26946 0.86412
13 H -0.21754 -1.14154 2.27418
14 H 0.88088 1.44318 2.65097
15 H 2.28121 0.42885 2.21046
16 H 1.72231 2.10308 1.41204
17 H -1.00070 -0.32985 -1.93753
18 H -1.64132 -1.85241 -2.68157
19 H 1.07932 -1.30183 -2.29434

Results
Multiplicity: 1
Net charge: -1
E_HOMO in eV: -4.3
DFT total energy in a.u.: -579.1259
Molecular weight in g/mol: 118.2
ΔE to the lowest compared entry with this formula, charge and spin in kcal/mol: 2.0
F_max in hartree/bohr: 0.084

No. 5
This record from the OMol25 dataset describes C24H44P2Pd as an isolated structure at a distorted geometry. The level of theory is ωB97M-V with the def2-TZVPD basis set.

Atoms and positions in Å:
1 Pd -1.50131 -1.02556 -1.19698
2 C 0.97423 0.98035 -0.41655
3 C 0.94469 0.07814 -1.50243
4 C -0.99268 1.40876 -1.57204
5 C -0.20501 1.77647 -0.45587
6 C -0.30603 0.31579 -2.27230
7 C 2.11435 1.19538 0.51931
8 H 2.61026 0.26108 0.80385
9 H 1.78046 1.65596 1.45503
10 H 2.89673 1.85328 0.10579
11 C -0.54032 2.86712 0.49147
12 H -0.12456 2.68348 1.48935
13 H -1.62333 3.00073 0.61219
14 H -0.14272 3.84109 0.16892
15 C -2.23235 2.07822 -2.03426
16 H -2.11020 2.62842 -2.97938
17 H -2.53988 2.81672 -1.28565
18 H -3.03093 1.33609 -2.15587
19 C -0.42218 0.10635 -3.74445
20 H -0.20438 1.03460 -4.28540
21 H -1.42807 -0.20508 -4.03201
22 H 0.29071 -0.64577 -4.08857
23 C 1.99566 -0.90303 -1.85235
24 H 2.19266 -0.95357 -2.93434
25 H 1.71430 -1.92167 -1.52545
26 H 2.93738 -0.64018 -1.34543
27 C 1.25694 -1.79882 3.23572
28 C 2.49959 -1.45194 2.85101
29 C 3.27725 -2.17546 1.79320
30 C 3.10285 -3.72594 1.85166
31 C 2.20541 -4.29836 0.81712
32 C 1.22446 -3.61644 0.20847
33 C 0.58031 -2.42706 0.86348
34 C 0.34948 -2.65796 2.38970
35 H 4.34681 -1.97543 1.94284
36 H 2.78210 -4.02120 2.86440
37 H 3.02746 -1.83519 0.78072
38 H 0.42196 -3.74339 2.60804
39 H 0.86335 -1.50495 4.22465
40 H 3.03251 -0.62380 3.33036
41 H -0.70138 -2.43564 2.63386
42 H 1.18867 -1.52677 0.70930
43 H 0.78399 -3.93445 -0.73923
44 H -0.37782 -2.16363 0.35624
45 H 4.08178 -4.21777 1.73685
46 H 2.37993 -5.36495 0.56713
47 P -0.72096 -5.85281 1.32556
48 C -1.37632 -6.80713 2.79235
49 C 0.35125 -7.30465 0.78191
50 P -2.31305 -4.85938 -1.18856
51 C -2.13480 -6.12496 0.20456
52 C -1.08389 -5.58413 -2.38772
53 C -3.75391 -5.88935 -1.78062
54 H -2.42472 -6.54318 2.98365
55 H -0.76618 -6.52831 3.66463
56 H -1.28904 -7.89252 2.62504
57 H -0.12453 -8.24237 1.11917
58 H 1.33181 -7.20218 1.27583
59 H 0.50054 -7.32388 -0.30822
60 H -3.73326 -6.90209 -1.35161
61 H -3.77113 -5.96729 -2.87036
62 H -4.67201 -5.40054 -1.44144
63 H -3.06878 -6.14818 0.80226
64 H -2.00481 -7.12022 -0.26396
65 H -1.55434 -5.60093 -3.38479
66 H -0.78157 -6.61170 -2.13336
67 H -0.19065 -4.94588 -2.45938
68 C -2.98586 -0.33650 -0.02987
69 H -2.62047 -0.72278 0.94628
70 H -3.94306 -0.80658 -0.33591
71 H -3.09880 0.75919 0.04497

Results
Multiplicity: 5
<S²>: 6.018
Net charge: +2
E_HOMO (alpha / beta) in eV: -13.1 / -14.2
DFT total energy in a.u.: -1750.6390
Molecular weight in g/mol: 501.0
ΔE to the lowest compared entry with this formula, charge and spin in kcal/mol: 16.2
F_max in hartree/bohr: 0.071

No. 6
This record from the OMol25 dataset describes one molecule with the formula C21H26N2O2S. The level of theory is ωB97M-V with the def2-TZVPD basis set.

Atoms and positions in Å:
1 C 1.13275 4.81654 -3.17818
2 H 0.10128 5.00642 -3.46677
3 C 1.33554 3.33924 -2.85591
4 C 0.41814 2.88753 -1.71843
5 C 0.68267 1.41517 -1.38457
6 N 2.06068 1.13576 -1.02336
7 C 2.95529 1.57514 -2.07994
8 C 2.78592 3.05032 -2.46531
9 H 3.45458 3.28424 -3.29567
10 H 3.06721 3.68682 -1.62323
11 H 3.98378 1.38583 -1.76893
12 H 2.74709 0.95214 -2.95683
13 C 2.43430 1.58773 0.30738
14 H 1.57544 1.41461 0.96145
15 C 3.63279 0.80661 0.86519
16 H 4.56869 1.18764 0.45514
17 H 3.65612 0.95709 1.94531
18 C 3.54310 -0.69632 0.56053
19 N 2.20526 -1.20631 0.72056
20 C 1.74968 -1.70585 1.89033
21 O 2.46065 -1.92520 2.85531
22 C 0.30900 -2.01736 1.91468
23 C -0.35563 -2.60746 2.95787
24 C -1.72655 -2.77403 2.70828
25 C -2.10789 -2.30693 1.47516
26 C -3.46278 -2.43463 1.00840
27 C -3.94064 -1.87608 -0.17222
28 C -5.24195 -2.10046 -0.57629
29 C -6.07390 -2.89786 0.19475
30 C -5.61681 -3.45810 1.37422
31 C -4.31558 -3.22514 1.80069
32 O -3.90980 -3.83568 2.94640
33 C -2.76594 -3.33705 3.62624
34 H -3.08923 -2.55866 4.34025
35 H -2.37028 -4.18108 4.19896
36 H -6.25343 -4.08279 1.98041
37 H -7.08912 -3.08333 -0.12178
38 H -5.60607 -1.66223 -1.49268
39 H -3.27087 -1.27050 -0.76574
40 S -0.76981 -1.65495 0.59865
41 H 0.14670 -2.90187 3.86114
42 H 1.55795 -0.92598 -0.00118
43 H 4.19176 -1.25003 1.24251
44 H 3.84841 -0.88651 -0.47023
45 H 2.66713 2.66253 0.35231
46 H 0.03092 1.09042 -0.56862
47 H 0.45055 0.80362 -2.26396
48 H -0.62783 3.01355 -2.00355
49 H 0.60170 3.50173 -0.83383
50 H 1.09382 2.74883 -3.74824
51 H 1.78135 5.12162 -3.99638
52 H 1.36392 5.43123 -2.31028

Results
Multiplicity: 1
Net charge: 0
E_HOMO in eV: -7.9
Structure (SMILES): CC1CCN(CCCNC(=O)c2cc3c(s2)-c2ccccc2OC3)CC1
DFT total energy in a.u.: -1474.0241
Molecular weight in g/mol: 370.5
ΔE to the lowest compared entry with this formula, charge and spin in kcal/mol: 21.4
F_max in hartree/bohr: 0.016

No. 7
This record from the OMol25 dataset describes one molecule with the formula C3H4N2O2 at a distorted geometry. The level of theory is ωB97M-V with the def2-TZVPD basis set.

Atoms and positions in Å:
1 C -0.62356 -1.17649 -0.03234
2 C -1.05220 0.93242 -0.05365
3 C 0.41185 0.84237 -0.04833
4 H 2.51704 -0.61450 0.35071
5 H -0.66511 -2.28717 0.04599
6 H -1.30359 1.19771 0.96943
7 H -1.36046 1.77481 -0.76465
8 N 0.57961 -0.56175 0.04462
9 N -1.65105 -0.42477 -0.19504
10 O 1.72270 -1.24572 -0.19761
11 O 1.42478 1.56310 -0.11911

Results
Multiplicity: 1
Net charge: 0
E_HOMO in eV: -9.4
Structure (SMILES): O=C1CN=CN1O
DFT total energy in a.u.: -376.6153
Molecular weight in g/mol: 100.1
ΔE to the lowest compared entry with this formula, charge and spin in kcal/mol: 93.2
F_max in hartree/bohr: 0.106

No. 8
This record from the OMol25 dataset describes one molecule with the formula H4N2S2 at a distorted geometry. The level of theory is ωB97M-V with the def2-TZVPD basis set.

Atoms and positions in Å:
1 N -1.90215 0.33226 -0.37398
2 N 1.70764 0.29541 0.58226
3 S -0.86938 -0.91886 0.45361
4 S 0.92773 -0.85002 -0.48505
5 H -1.40137 0.56676 -1.18379
6 H -2.77669 -0.17289 -0.76600
7 H 1.90584 -0.21285 1.47487
8 H 2.40837 0.96019 0.29808

Results
Multiplicity: 1
Net charge: 0
E_HOMO in eV: -8.7
Structure (SMILES): NSSN
DFT total energy in a.u.: -908.2424
Molecular weight in g/mol: 96.2
ΔE to the lowest compared entry with this formula, charge and spin in kcal/mol: 5.5
F_max in hartree/bohr: 0.061